Entry 1:
{"formula": "C6H10O", "method": "wB97M-V/def2-TZVPD", "symbols": ["O", "C", "C", "C", "C", "C", "C", "H", "H", "H", "H", "H", "H", "H", "H", "H", "H"], "coordinates": [[-1.37, 0.92, -1.14], [-1.58, -0.36, -1.21], [-0.45, -1.39, -1.11], [0.91, -0.71, -0.99], [0.91, 0.35, 0.12], [0.73, 0.04, 1.39], [0.63, 1.06, 2.49], [-2.53, -0.74, -1.62], [-0.50, -2.33, -1.66], [-1.24, -1.05, -0.14], [1.16, -0.21, -1.93], [1.72, -1.40, -0.73], [1.11, 1.37, -0.19], [0.51, -0.99, 1.64], [-0.40, 1.40, 2.59], [0.95, 0.66, 3.45], [1.23, 1.94, 2.25]], "spin_multiplicity": 2, "largest_force_ev_per_a": 0.93, "s2": 0.76, "total_charge": -1, "e_above_lowest_kcal_mol": 52.2}

Entry 2:
{"formula": "C6H10O", "method": "wB97M-V/def2-TZVPD", "symbols": ["C", "C", "C", "C", "C", "O", "C", "H", "H", "H", "H", "H", "H", "H", "H", "H", "H"], "coordinates": [[2.67, 1.33, -1.27], [1.60, 1.20, -0.22], [0.59, 0.26, -0.32], [-0.48, 0.05, 0.58], [-1.42, -0.97, 0.51], [-1.32, -1.93, -0.51], [-2.69, -1.02, 1.26], [2.52, 2.10, -2.03], [3.65, 1.54, -0.84], [2.78, 0.40, -1.83], [1.60, 1.97, 0.55], [0.64, -0.45, -1.14], [-0.57, 0.82, 1.35], [-0.42, -2.28, -0.49], [-2.89, -1.99, 1.74], [-3.58, -0.79, 0.63], [-2.68, -0.25, 2.04]], "spin_multiplicity": 2, "largest_force_ev_per_a": 0.61, "s2": 0.78, "total_charge": -1, "e_above_lowest_kcal_mol": 4.6}

Entry 3:
{"formula": "C6H10O", "method": "wB97M-V/def2-TZVPD", "symbols": ["C", "C", "C", "C", "C", "C", "O", "H", "H", "H", "H", "H", "H", "H", "H", "H", "H"], "coordinates": [[1.98, 0.35, 0.15], [0.54, 0.04, -0.07], [-0.02, -1.26, 0.47], [-1.04, -0.80, -0.99], [-1.74, 0.41, -0.40], [-0.52, 1.10, 0.27], [0.21, -0.30, -1.45], [2.25, 1.29, -0.34], [2.61, -0.45, -0.27], [2.19, 0.43, 1.22], [-0.44, -1.33, 1.48], [0.62, -2.12, 0.24], [-1.03, -1.83, -0.56], [-2.54, 0.13, 0.28], [-2.18, 1.04, -1.19], [-0.25, 2.06, -0.18], [-0.65, 1.24, 1.35]], "largest_force_ev_per_a": 2.32, "e_above_lowest_kcal_mol": 83.0}

Entry 4:
{"formula": "C6H10O", "method": "wB97M-V/def2-TZVPD", "symbols": ["O", "C", "C", "C", "C", "C", "C", "H", "H", "H", "H", "H", "H", "H", "H", "H", "H"], "coordinates": [[-1.12, -0.71, 2.14], [-0.43, 0.27, 2.11], [1.06, 0.17, 1.84], [1.38, -0.25, 0.39], [0.37, 0.30, -0.63], [-0.20, -0.46, -1.57], [-1.55, -0.11, -2.17], [-0.91, 1.24, 2.35], [1.53, -0.62, 2.42], [1.47, 1.09, 2.29], [1.50, -1.32, 0.36], [2.29, 0.27, 0.06], [0.16, 1.36, -0.54], [0.24, -1.34, -2.02], [-1.64, 0.97, -2.28], [-1.79, -0.37, -3.22], [-2.34, -0.49, -1.52]], "largest_force_ev_per_a": 2.71, "smiles": "C/C=C/CCC=O", "e_above_lowest_kcal_mol": 35.4}

Entry 5:
{"formula": "C6H10O", "method": "wB97M-V/def2-TZVPD", "symbols": ["C", "C", "C", "C", "C", "C", "O", "H", "H", "H", "H", "H", "H", "H", "H", "H", "H"], "coordinates": [[-1.67, -1.63, 1.50], [0.30, 0.62, 0.15], [-0.71, 1.02, -0.90], [0.38, 0.38, -1.86], [1.17, -0.06, -0.60], [2.19, 0.52, 0.39], [1.07, 1.11, 1.17], [-1.68, -0.60, 1.88], [-2.60, -1.82, 0.96], [-1.60, -2.32, 2.34], [-1.68, 0.51, -0.85], [-0.86, 2.09, -1.04], [0.88, 1.17, -2.44], [0.05, -0.41, -2.54], [-0.83, -1.76, 0.83], [2.80, 1.33, -0.01], [2.78, -0.16, 1.00]], "largest_force_ev_per_a": 0.46, "e_above_lowest_kcal_mol": 96.1}

Entry 6:
{"formula": "C6H10O", "method": "wB97M-V/def2-TZVPD", "symbols": ["C", "C", "C", "C", "C", "C", "H", "H", "H", "H", "H", "H", "H", "H", "H", "H", "O"], "coordinates": [[1.60, -0.31, 0.72], [0.18, -0.69, 0.49], [-0.83, -0.86, -0.57], [-1.60, 0.41, -0.48], [-0.56, 1.45, 0.18], [0.72, 0.70, 0.05], [2.40, -1.98, 0.05], [2.09, -0.35, 1.74], [-0.52, -0.43, 1.41], [-1.51, -1.75, -0.01], [-0.43, -1.20, -1.55], [-2.66, 0.20, -0.03], [-1.36, 0.73, -1.55], [-0.29, 2.35, -0.45], [-0.93, 1.95, 1.17], [1.19, 0.74, -1.01], [2.51, -0.97, -0.15]], "largest_force_ev_per_a": 6.82, "smiles": "OC1[C@@H]2CCC[C@@H]12", "e_above_lowest_kcal_mol": 124.3}

Entry 7:
{"formula": "C6H10O", "method": "wB97M-V/def2-TZVPD", "symbols": ["C", "C", "C", "C", "C", "C", "O", "H", "H", "H", "H", "H", "H", "H", "H", "H", "H"], "coordinates": [[-1.85, -0.23, 0.05], [-0.47, 0.60, 0.38], [0.42, -0.20, 1.37], [1.72, -0.50, 0.69], [1.70, -0.07, -0.56], [0.46, 0.76, -0.86], [-0.16, 0.41, -2.08], [-1.76, -1.26, -0.39], [-2.50, -0.37, 0.94], [-2.41, 0.36, -0.68], [-0.78, 1.55, 0.80], [-0.26, -1.00, 1.13], [0.43, -0.01, 2.45], [2.52, -1.08, 1.16], [2.45, -0.22, -1.32], [0.76, 1.80, -1.01], [-0.25, -0.55, -2.06]], "largest_force_ev_per_a": 2.80, "smiles": "C[C@H]1CC=C[C@H]1O", "e_above_lowest_kcal_mol": 30.6}

Entry 8:
{"formula": "C6H10O", "method": "wB97M-V/def2-TZVPD", "symbols": ["O", "C", "C", "C", "C", "C", "C", "H", "H", "H", "H", "H", "H", "H", "H", "H", "H"], "coordinates": [[-1.19, -1.39, 2.76], [-0.85, -0.24, 2.65], [-0.38, 0.38, 1.36], [-0.32, -0.61, 0.20], [0.09, 0.02, -1.10], [1.43, 0.45, -1.61], [0.53, -0.41, -2.39], [-0.88, 0.44, 3.52], [-1.05, 1.22, 1.13], [0.61, 0.85, 1.54], [-1.27, -1.13, 0.10], [0.43, -1.38, 0.41], [-0.85, 1.14, -1.12], [1.61, 1.50, -1.90], [2.24, 0.05, -0.99], [-0.75, 0.55, -1.86], [0.60, -1.44, -2.71]], "largest_force_ev_per_a": 0.52, "e_above_lowest_kcal_mol": 143.7}